No. 1
The following is a DFT calculation (ωB97M-V/def2-TZVPD) of one molecule with the formula C5H7NO.

Each line ends with the natural charge from an NBO analysis.
Cartesian coordinates (Å):
O 1.150 1.798 0.012  -0.549
C 1.091 0.681 -0.437  0.545
C 1.659 -0.598 0.095  -0.323
N 0.171 -0.989 0.183  -0.364
C -0.894 -0.214 0.946  -0.230
C -1.385 0.485 -0.355  -0.439
C -0.127 -0.086 -0.977  -0.152
H 2.030 -1.265 -0.690  0.215
H 2.405 -0.538 0.896  0.220
H -0.537 0.486 1.706  0.205
H -1.623 -0.904 1.383  0.210
H -1.388 1.580 -0.361  0.234
H -2.333 0.115 -0.752  0.217
H -0.067 -0.543 -1.967  0.211

For the relative energy (zero: lowest compared OMol25 entry of this formula, charge and spin), the calculation gives 282.52 kJ/mol. Its charge is 0. The calculation puts the HOMO energy at -9.4 eV. Its SMILES is O=C1CN2CC[C@@H]12. Its total energy is -324.616863 Ha. The max |F| comes out at 0.016 Eh/bohr.



No. 2
The following is a DFT calculation (ωB97M-V/def2-TZVPD) of a 5-piece molecular cluster, C12H34O13S4 overall in a non-equilibrium geometry.

Each line ends with the natural charge from an NBO analysis.
Cartesian coordinates (Å):
C 12.943 23.928 1.661  -0.637
C 12.488 24.573 0.367  -0.080
O 13.108 23.852 -0.736  -0.721
S 12.274 23.666 -2.065  2.408
C 12.330 25.323 -2.699  -0.900
O 13.066 22.829 -2.895  -0.934
O 10.929 23.304 -1.773  -0.940
H 12.405 23.006 1.857  0.234
H 13.009 24.606 2.508  0.220
H 13.989 23.664 1.462  0.225
H 11.402 24.590 0.282  0.206
H 12.846 25.597 0.246  0.175
H 11.644 25.944 -2.129  0.243
H 12.111 25.271 -3.761  0.257
H 13.350 25.670 -2.547  0.247
C 14.953 21.021 7.911  -0.667
C 15.122 19.550 8.288  -0.072
O 14.842 18.620 7.218  -0.724
S 13.318 18.350 6.865  2.411
C 13.079 19.450 5.515  -0.902
O 13.279 17.036 6.363  -0.930
O 12.512 18.734 7.975  -0.949
H 13.916 21.332 8.040  0.221
H 15.228 21.279 6.886  0.214
H 15.630 21.561 8.572  0.242
H 16.175 19.382 8.510  0.181
H 14.538 19.289 9.165  0.211
H 13.609 19.013 4.675  0.251
H 13.363 20.478 5.718  0.253
H 12.005 19.478 5.323  0.256
C 13.243 18.453 -2.256  -0.627
C 13.655 19.574 -1.337  -0.075
O 14.038 18.945 -0.078  -0.734
S 14.204 19.912 1.165  2.406
C 15.430 18.968 2.004  -0.898
O 14.779 21.136 0.705  -0.963
O 12.993 19.921 1.890  -0.935
H 12.625 17.724 -1.727  0.220
H 14.093 17.901 -2.659  0.209
H 12.655 18.825 -3.095  0.227
H 14.524 20.052 -1.780  0.203
H 12.800 20.220 -1.156  0.201
H 16.285 18.897 1.337  0.252
H 15.040 17.976 2.210  0.259
H 15.709 19.514 2.904  0.256
C 18.664 24.783 5.754  -0.621
C 18.043 23.908 6.827  -0.075
O 19.006 23.788 7.888  -0.726
S 18.529 23.142 9.268  2.413
C 18.942 21.452 8.975  -0.905
O 19.366 23.706 10.248  -0.910
O 17.109 23.214 9.349  -0.953
H 19.565 24.327 5.354  0.217
H 18.921 25.749 6.190  0.223
H 17.911 24.971 4.989  0.210
H 17.119 24.348 7.192  0.206
H 17.859 22.920 6.393  0.170
H 19.970 21.335 8.654  0.255
H 18.211 21.071 8.262  0.241
H 18.742 20.920 9.907  0.255
O 15.428 22.055 4.017  -0.948
H 15.554 22.103 3.063  0.483
H 15.934 22.792 4.367  0.467

For the relative energy (zero: lowest compared OMol25 entry of this formula, charge and spin), the calculation gives 0.00 kJ/mol. Its charge is 0. The calculation puts the HOMO energy at -11.1 eV. Its SMILES is CCOS(C)(=O)=O.CCOS(C)(=O)=O.CCOS(C)(=O)=O.CCOS(C)(=O)=O.O. Its total energy is -3048.428953 Ha. The max |F| comes out at 0.032 Eh/bohr.



Look up the charge of the second one. 0